No. 1
{"formula": "C26H37N8ORhS3", "method": "ωB97M-V/def2-TZVPD", "homo_lumo_gap_ev": [5.4442, 5.4448], "charge": 2, "de_lowest_ev": 1.616, "e_homo_ev": [-12.3, -12.3], "e_tot_ha": -2830.77618, "symbols": ["Rh", "C", "N", "C", "C", "N", "C", "C", "C", "C", "C", "C", "C", "C", "C", "N", "C", "N", "C", "C", "N", "C", "C", "C", "N", "C", "C", "H", "H", "H", "H", "H", "H", "H", "H", "H", "H", "H", "H", "H", "H", "H", "H", "H", "H", "H", "H", "H", "H", "H", "H", "H", "H", "H", "H", "H", "H", "C", "O", "C", "S", "S", "H", "H", "H", "S", "C", "N", "C", "C", "C", "N", "H", "H", "H", "H"], "positions_angstrom": [[-0.59215, 0.03551, -0.36657], [3.50099, -2.36101, -0.40247], [3.09504, -1.51061, -1.51774], [4.13626, -1.25317, -2.50708], [1.92155, -0.84906, -1.53327], [1.34148, -0.39986, -0.41977], [2.14117, -0.10970, 0.71748], [3.30126, 0.60468, 0.64329], [4.17580, 0.62795, 1.75171], [3.90027, -0.12893, 2.85283], [2.68328, -0.85310, 2.95808], [2.40954, -1.70896, 4.05063], [1.24605, -2.42275, 4.07524], [0.24231, -2.19279, 3.11444], [0.42667, -1.28646, 2.09904], [-0.72272, -0.85040, 1.35317], [-1.85902, -0.50519, 2.17034], [-3.00033, -0.52415, 1.58626], [-4.16697, 0.09678, 2.19133], [-3.31202, -1.81823, -0.81974], [-1.62829, -0.21275, 3.48353], [-0.64212, 0.77765, 3.88950], [-2.53943, -0.64117, 4.53089], [1.72901, -0.73473, 1.92072], [1.29843, -0.73390, -2.73493], [0.19314, 0.16700, -2.95995], [1.50362, -1.70518, -3.80845], [4.24914, -1.87449, 0.22528], [3.92547, -3.27452, -0.81998], [2.63972, -2.62391, 0.20542], [5.01659, -0.85966, -1.99397], [3.80360, -0.51518, -3.23160], [4.41953, -2.16922, -3.02681], [3.57618, 1.09844, -0.28151], [5.09286, 1.19847, 1.69507], [4.60825, -0.19072, 3.66955], [3.14648, -1.81499, 4.83606], [1.05594, -3.13296, 4.86888], [-0.70881, -2.69887, 3.21666], [-3.91615, 1.02457, 2.71082], [-4.67541, -0.56608, 2.89032], [-4.87814, 0.33447, 1.39882], [-2.45198, -2.33198, -0.40041], [-3.47408, -2.09041, -1.85532], [-4.18656, -2.03179, -0.21413], [0.08465, 0.95329, 3.10116], [-0.10721, 0.42377, 4.77271], [-1.12960, 1.72688, 4.12684], [-3.10965, -1.50555, 4.19949], [-3.22687, 0.14231, 4.85604], [-1.94003, -0.94703, 5.39123], [0.03770, 0.80980, -2.07917], [-0.71196, -0.39331, -3.20828], [0.39729, 0.87909, -3.76255], [2.07666, -2.54915, -3.43950], [2.02293, -1.26152, -4.65869], [0.53116, -2.06897, -4.14469], [1.42409, 5.30751, -0.73403], [1.00119, 4.08399, -0.07978], [0.08733, 3.31186, -0.60408], [-0.63091, 3.56912, -2.06696], [-0.30761, 2.07832, 0.59218], [2.43203, 5.48045, -0.37423], [0.76034, 6.10917, -0.41793], [1.39887, 5.19169, -1.81264], [-3.01323, -0.02990, -0.68227], [-3.27007, 0.38417, -2.43829], [-3.14042, 1.69168, -2.73153], [-3.45663, 2.19124, -3.93610], [-3.94717, 1.34534, -4.89717], [-4.02617, 0.00123, -4.55332], [-3.68642, -0.46584, -3.35135], [-2.67610, 2.32936, -2.06165], [-3.29524, 3.25202, -4.07512], [-4.23331, 1.70662, -5.87307], [-4.37106, -0.73626, -5.26891]], "forces_ev_per_angstrom": [[-0.1, -0.6, -0.4], [0.0, 0.0, 0.0], [0.0, 0.0, 0.0], [0.0, 0.0, 0.0], [-0.1, -0.2, 0.0], [0.3, 0.6, -0.1], [-0.1, -0.1, 0.1], [0.0, 0.0, 0.0], [0.0, 0.0, 0.0], [0.0, 0.0, 0.0], [0.0, 0.0, 0.0], [0.0, 0.0, 0.0], [0.0, 0.0, 0.0], [0.0, -0.1, -0.1], [0.1, 0.0, -0.1], [-0.2, 0.0, 0.4], [0.3, 0.1, -0.1], [0.0, -0.1, 0.1], [0.1, 0.0, 0.0], [0.0, 0.0, 0.0], [-0.3, 0.3, -0.1], [0.1, -0.1, 0.0], [0.0, -0.1, 0.0], [0.0, 0.1, 0.1], [0.0, 0.0, 0.0], [0.0, -0.2, 0.2], [0.0, 0.0, 0.0], [0.0, 0.0, 0.0], [0.0, 0.0, 0.0], [0.0, 0.0, 0.0], [0.0, 0.0, 0.0], [0.0, 0.0, 0.0], [0.0, 0.0, 0.0], [0.0, 0.0, 0.0], [0.0, 0.0, 0.0], [0.0, 0.0, 0.0], [0.0, 0.0, 0.0], [0.0, 0.0, 0.0], [0.0, 0.0, 0.0], [0.0, 0.0, 0.0], [0.0, 0.0, 0.0], [0.0, 0.0, 0.0], [0.0, 0.0, 0.0], [0.0, 0.0, 0.0], [0.0, 0.0, 0.0], [0.0, 0.0, 0.0], [0.0, 0.0, 0.0], [0.0, 0.0, 0.0], [0.0, 0.0, 0.0], [0.0, 0.0, 0.0], [0.0, 0.0, 0.0], [0.0, 0.5, 0.0], [0.0, 0.0, 0.0], [0.0, 0.0, 0.0], [0.0, 0.0, 0.0], [0.0, 0.0, 0.0], [0.0, 0.0, 0.0], [-0.1, 0.0, 0.1], [0.1, 0.0, 0.0], [-0.1, 0.0, 0.4], [-0.1, -0.2, -0.2], [0.1, 0.0, -0.2], [0.0, 0.0, 0.0], [0.0, 0.0, 0.0], [0.0, 0.0, 0.0], [-0.1, 0.0, -0.2], [0.0, 0.0, 0.2], [0.2, 0.3, 0.1], [0.0, 0.0, -0.1], [0.0, 0.1, 0.0], [0.0, -0.1, 0.0], [-0.1, 0.0, 0.0], [0.0, -0.1, -0.1], [0.0, 0.0, 0.0], [0.0, 0.0, 0.0], [0.0, 0.0, 0.0]], "mulliken_charge": [-0.419, -0.966, 0.357, -1.203, 0.537, 0.379, -0.608, -0.332, -1.069, -0.906, 0.902, -1.062, -0.981, -0.392, 0.187, 0.791, -0.358, -0.045, -1.214, -0.842, 0.713, -0.847, -1.283, 0.166, 0.238, -0.766, -1.155, 0.294, 0.439, 0.305, 0.363, 0.367, 0.388, 0.640, 0.447, 0.478, 0.466, 0.457, 0.618, 0.366, 0.391, 0.326, 0.255, 0.479, 0.337, 0.111, 0.283, 0.361, 0.403, 0.369, 0.358, 0.011, 0.317, 0.404, 0.405, 0.366, 0.373, -0.737, -0.285, 0.563, -0.409, -0.071, 0.261, 0.323, 0.365, 0.054, 0.437, 0.164, 0.129, -0.783, -0.119, -0.377, 0.043, 0.492, 0.441, 0.509]}

---

No. 2
{"formula": "C2H2N4OS", "method": "ωB97M-V/def2-TZVPD", "homo_lumo_gap_ev": 7.7485, "de_lowest_ev": 4.936, "e_homo_ev": -9.7, "e_tot_ha": -769.64164, "symbols": ["C", "C", "H", "H", "N", "N", "N", "N", "O", "S"], "positions_angstrom": [[0.06202, 0.48840, -0.02304], [-0.66269, -0.79786, 0.08754], [0.12979, 2.39032, 0.60518], [-1.53314, 1.70227, 0.08949], [-0.60152, 1.60094, 0.18063], [1.38314, 0.40650, -0.42704], [2.04479, -0.79512, -0.57965], [1.41498, -1.91636, -0.15591], [0.03997, -2.00953, 0.66878], [-2.27735, -1.06957, -0.44598]], "forces_ev_per_angstrom": [[3.4, -3.9, -1.4], [-3.3, -4.4, 0.4], [-3.2, -2.3, -1.9], [-3.6, 0.3, 0.0], [7.5, 3.3, 2.2], [-1.7, 1.5, 1.2], [-6.6, -3.7, 2.7], [3.3, 2.1, -0.5], [0.7, 6.1, -4.0], [3.6, 1.0, 1.3]], "nbo_charge": [0.333, 0.147, 0.439, 0.426, -0.736, -0.367, 0.027, 0.082, -0.376, 0.026]}

---

Question: What is the formula in the second record?
Answer: C2H2N4OS